Below is 2 unconnected molecules or ions with the total composition C11H27N2O6S at a distorted geometry, with properties calculated with wB97M-V/def2-TZVPD.

The geometry in ORCA input format:
```
! wB97M-V def2-TZVPD RIJCOSX def2/J DEFGRID3
* xyz 1 1
O -3.895 2.538 0.467
C -3.109 3.084 -0.585
C -3.102 2.030 -1.746
O -2.983 2.629 -3.018
C -1.762 3.300 -3.169
O -0.732 2.320 -3.036
C 0.344 2.805 -2.256
C 1.312 1.681 -1.792
C 1.051 1.259 -0.296
N -0.149 0.383 -0.156
C -0.192 -0.759 -1.129
C 1.091 -0.760 -2.012
N 1.381 0.506 -2.669
H -3.743 3.088 1.235
H -2.059 3.274 -0.269
H -3.535 4.025 -0.987
H -4.104 1.560 -1.720
H -2.375 1.217 -1.552
H -1.756 3.708 -4.197
H -1.625 4.159 -2.484
H 0.892 3.644 -2.735
H -0.099 3.255 -1.330
H 2.331 2.125 -1.770
H 1.957 0.772 0.098
H 0.884 2.159 0.322
H -1.004 0.946 -0.162
H -0.110 -0.019 0.791
H -0.249 -1.749 -0.620
H -1.048 -0.581 -1.803
H 1.996 -1.029 -1.427
H 0.984 -1.560 -2.767
H 0.896 0.618 -3.548
O 0.268 -2.765 1.486
S 0.841 -2.459 2.775
O 1.935 -1.537 2.904
O 1.208 -3.824 3.524
C 2.050 -4.775 2.846
C 3.510 -4.362 2.869
C -0.454 -1.953 3.866
H 1.699 -4.933 1.823
H 1.932 -5.719 3.376
H 3.677 -3.467 2.269
H 4.138 -5.159 2.469
H 3.829 -4.135 3.887
H -1.267 -2.672 3.805
H -0.795 -0.970 3.545
H -0.057 -1.897 4.877
*
```

Its total energy is -1394.16380 a.u. The HOMO energy is -12.30 eV.